{
  "formula": "C11H19N3O",
  "method": "ωB97M-V with the def2-TZVPD basis set",
  "e_above_lowest_kj_mol": 205.6,
  "e_lumo_ev": 0.64,
  "energy_ha": -669.9584,
  "homo_ev": -8.40,
  "max_force_ha_per_bohr": 0.1095,
  "orbital_gap_ha": 0.3325,
  "elements": ["C", "C", "C", "C", "C", "C", "C", "C", "C", "C", "C", "N", "N", "N", "O", "H", "H", "H", "H", "H", "H", "H", "H", "H", "H", "H", "H", "H", "H", "H", "H", "H", "H", "H"],
  "positions_angstrom": [[0.608844, 2.365679, -0.455563], [-0.553369, 0.717365, 1.263152], [-3.736712, -0.623419, 0.006481], [-3.074168, -0.047456, -1.301216], [-2.712372, -0.253741, 1.085992], [-1.627490, 0.126867, -0.932364], [1.787651, -2.319669, -0.371181], [3.140597, 0.386618, -1.014300], [1.845762, -1.070140, 0.520542], [1.805740, 0.163004, -0.333315], [1.226234, 1.351991, 0.401021], [0.148791, 3.073009, -1.202191], [-1.489276, 0.248572, 0.478558], [1.944768, 1.793580, 1.575310], [-0.464555, 0.838742, 2.457598], [-4.684791, -0.081699, 0.194413], [-3.824993, -1.694094, 0.016013], [-3.270908, -0.522605, -2.207839], [-3.363371, 1.018582, -1.500834], [-3.197145, 0.446034, 1.856320], [-2.584258, -1.065043, 1.833840], [-1.096043, -0.756905, -1.278753], [-1.202902, 1.000446, -1.359909], [0.904964, -2.566653, -0.861728], [2.198953, -3.176510, 0.163881], [2.345156, -2.129383, -1.283160], [3.918953, 0.681927, -0.180064], [3.519142, -0.609690, -1.274726], [3.169644, 0.955039, -1.855868], [2.754929, -1.170400, 1.182922], [1.043653, -0.982526, 1.249377], [1.182964, -0.043250, -1.196935], [1.657803, 2.724899, 1.965448], [1.677800, 1.220820, 2.359094]],
  "atomic_forces_ev_per_a": [[2.56, -2.27, 2.38], [3.92, 1.41, -1.14], [0.68, 1.58, -0.66], [-0.62, 2.66, 2.29], [-2.10, 0.27, 3.39], [1.69, -1.04, -1.51], [1.71, 0.41, 0.67], [2.52, -1.90, 4.66], [0.39, -0.93, 0.77], [0.26, 0.64, -0.81], [-3.01, 0.06, 1.77], [-1.52, 2.17, -2.09], [-2.40, -0.78, 1.55], [-0.39, 1.37, -0.32], [-0.82, -0.37, -0.18], [0.38, -0.81, -0.09], [-0.47, -0.40, -0.42], [-0.02, -1.28, -1.25], [-0.65, -0.89, 0.47], [0.93, 0.03, -1.46], [0.69, -0.17, -0.94], [0.49, -0.11, -0.05], [0.40, 0.52, -0.83], [-2.43, -0.37, 0.08], [-0.12, -0.12, -0.33], [0.97, -0.11, 0.18], [-1.37, 0.08, -1.79], [-0.09, 0.22, -0.29], [-0.04, 2.06, -2.14], [-0.57, 0.49, -0.90], [-0.31, -0.55, -0.04], [-0.87, -0.07, 0.10], [0.25, -0.94, -1.26], [-0.07, -0.84, 0.19]],
  "mulliken_charge": [-0.04, 0.50, -0.52, -0.94, -0.72, -0.29, -1.34, -1.69, -0.43, 0.84, 0.28, -0.57, 0.21, -0.67, -0.65, 0.28, 0.32, 0.47, 0.29, 0.34, 0.37, -0.01, 0.33, 0.40, 0.34, 0.32, 0.32, 0.39, 0.47, 0.31, 0.37, 0.05, 0.35, 0.32]
}

{
  "formula": "C3H8SSi",
  "method": "ωB97M-V with the def2-TZVPD basis set",
  "e_above_lowest_kj_mol": 46.0,
  "e_lumo_ev": 0.85,
  "energy_ha": -806.7638,
  "homo_ev": -8.92,
  "max_force_ha_per_bohr": 0.1193,
  "orbital_gap_ha": 0.3592,
  "elements": ["C", "C", "Si", "S", "C", "H", "H", "H", "H", "H", "H", "H", "H"],
  "positions_angstrom": [[0.788181, 0.753630, -0.311095], [-0.728907, 0.839207, 0.472316], [-1.429786, -0.840935, -0.104421], [0.381541, -1.971932, -0.010101], [1.456305, -0.514139, 0.050428], [0.552863, 0.810092, -1.310734], [1.419297, 1.587884, 0.031619], [-0.820910, 0.983098, 1.464745], [-1.323673, 1.558406, -0.115030], [-2.490840, -1.484857, 0.905036], [-1.998484, -0.659199, -1.410333], [2.221391, -0.768994, -0.733428], [1.973023, -0.292260, 1.070998]],
  "atomic_forces_ev_per_a": [[-2.32, 1.12, 3.98], [1.23, -1.29, -5.87], [-0.35, -0.10, 2.56], [-0.33, -0.34, 0.16], [2.33, -0.25, 0.67], [-0.37, 0.31, -2.38], [-0.32, -0.09, -0.43], [0.34, 0.67, 3.35], [0.26, 0.15, 0.54], [1.02, 0.66, -1.22], [-0.36, -0.13, -0.79], [-0.28, 0.46, 1.03], [-0.84, -1.17, -1.61]],
  "mulliken_charge": [-0.86, -0.82, 0.39, -0.23, -0.31, 0.40, 0.32, 0.49, 0.30, -0.13, -0.12, 0.28, 0.29]
}

{
  "formula": "C5H7NO",
  "method": "ωB97M-V with the def2-TZVPD basis set",
  "e_above_lowest_kj_mol": 171.4,
  "e_lumo_ev": 0.76,
  "energy_ha": -324.6592,
  "homo_ev": -7.37,
  "max_force_ha_per_bohr": 0.0083,
  "orbital_gap_ha": 0.2987,
  "elements": ["C", "N", "C", "C", "C", "C", "O", "H", "H", "H", "H", "H", "H", "H"],
  "positions_angstrom": [[-1.610785, 0.248779, 0.694767], [-0.540070, 0.230350, -0.318473], [-0.038639, -1.074682, -0.718361], [1.296820, -1.078583, -0.529992], [1.813645, 0.157654, -0.023730], [0.808715, 1.077162, 0.187162], [0.575045, 2.206869, 0.551049], [-2.582327, 0.085684, 0.220627], [-1.586771, 1.224322, 1.188537], [-1.415907, -0.547130, 1.415665], [-0.831316, 0.795758, -1.117140], [-0.725973, -1.845823, -1.035510], [1.920001, -1.941434, -0.742778], [2.852495, 0.377388, 0.174723]],
  "atomic_forces_ev_per_a": [[-0.06, 0.01, 0.12], [0.00, 0.11, -0.10], [0.15, -0.06, 0.02], [-0.15, -0.05, -0.07], [-0.03, 0.10, 0.04], [-0.04, 0.20, 0.06], [0.12, -0.41, -0.06], [0.13, 0.00, 0.11], [-0.03, -0.11, -0.09], [0.02, 0.15, -0.08], [0.03, -0.13, 0.02], [0.13, 0.11, 0.02], [-0.11, 0.13, 0.03], [-0.15, -0.04, 0.01]],
  "mulliken_charge": [-0.87, 0.05, -0.85, -0.03, -0.71, 0.48, -0.61, 0.32, 0.35, 0.32, 0.31, 0.41, 0.43, 0.42]
}

{
  "formula": "C7H13NOPTl",
  "method": "ωB97M-V with the def2-TZVPD basis set",
  "e_above_lowest_kj_mol": 44.3,
  "e_lumo_ev": -0.82,
  "energy_ha": -918.2526,
  "homo_ev": -5.70,
  "max_force_ha_per_bohr": 0.0377,
  "orbital_gap_ha": 0.1793,
  "elements": ["C", "C", "C", "C", "C", "Tl", "P", "H", "H", "H", "H", "H", "H", "H", "H", "C", "C", "N", "O", "H", "H", "H", "H", "H"],
  "positions_angstrom": [[-0.909004, 0.634329, -1.566456], [-1.117673, 1.976953, -1.985505], [-0.044251, 2.774276, -1.486152], [0.852523, 1.925228, -0.768313], [0.326987, 0.608792, -0.789557], [-1.870806, -1.733943, 1.280471], [0.121988, -3.586876, 0.238619], [-1.525044, -0.233681, -1.803190], [-1.956160, 2.331973, -2.582052], [0.074950, 3.845550, -1.640358], [0.778940, -0.278183, -0.345324], [1.790935, 2.230226, -0.310490], [1.347642, -2.976332, -0.194196], [-0.070474, -4.498693, -0.856067], [0.655383, -4.507047, 1.202882], [0.425648, 0.581776, 4.170872], [-0.020604, 0.304569, 2.776524], [-1.076209, 1.067137, 2.316397], [0.435231, -0.632912, 2.077897], [0.406203, 1.663632, 4.372725], [1.443598, 0.203946, 4.311503], [-0.240545, 0.078856, 4.889918], [-1.070664, 1.261747, 1.314583], [-1.313195, 1.873875, 2.883667]],
  "atomic_forces_ev_per_a": [[0.93, 0.36, 0.88], [0.49, 0.01, 0.61], [-0.31, -0.90, -0.03], [-0.76, -0.17, -0.10], [-0.88, 0.24, -0.64], [-0.10, 0.85, -0.15], [0.96, -0.52, -0.49], [0.14, 0.16, -0.14], [0.22, -0.06, 0.14], [0.01, -0.28, -0.02], [-0.01, 0.27, -0.23], [-0.20, -0.06, -0.06], [-0.53, -0.37, 0.20], [0.19, 0.34, 0.53], [-0.13, 0.32, -0.50], [0.43, 0.24, 0.48], [-0.47, -0.81, -1.55], [0.84, 0.03, 0.43], [-0.86, 0.99, 1.43], [0.02, -0.39, 0.02], [-0.28, 0.05, -0.02], [0.18, 0.13, -0.27], [0.08, -0.23, -0.33], [0.05, -0.19, -0.19]],
  "mulliken_charge": [-0.40, -0.65, -0.33, -0.93, -0.47, 0.56, -0.21, 0.33, 0.40, 0.41, 0.49, 0.38, 0.16, 0.12, 0.12, -1.22, 0.80, -0.29, -0.61, 0.39, 0.32, 0.27, 0.16, 0.23]
}

What did the third record say?
{
  "formula": "C5H7NO",
  "method": "ωB97M-V with the def2-TZVPD basis set",
  "e_above_lowest_kj_mol": 171.4,
  "e_lumo_ev": 0.76,
  "energy_ha": -324.6592,
  "homo_ev": -7.37,
  "max_force_ha_per_bohr": 0.0083,
  "orbital_gap_ha": 0.2987,
  "elements": ["C", "N", "C", "C", "C", "C", "O", "H", "H", "H", "H", "H", "H", "H"],
  "positions_angstrom": [[-1.610785, 0.248779, 0.694767], [-0.540070, 0.230350, -0.318473], [-0.038639, -1.074682, -0.718361], [1.296820, -1.078583, -0.529992], [1.813645, 0.157654, -0.023730], [0.808715, 1.077162, 0.187162], [0.575045, 2.206869, 0.551049], [-2.582327, 0.085684, 0.220627], [-1.586771, 1.224322, 1.188537], [-1.415907, -0.547130, 1.415665], [-0.831316, 0.795758, -1.117140], [-0.725973, -1.845823, -1.035510], [1.920001, -1.941434, -0.742778], [2.852495, 0.377388, 0.174723]],
  "atomic_forces_ev_per_a": [[-0.06, 0.01, 0.12], [0.00, 0.11, -0.10], [0.15, -0.06, 0.02], [-0.15, -0.05, -0.07], [-0.03, 0.10, 0.04], [-0.04, 0.20, 0.06], [0.12, -0.41, -0.06], [0.13, 0.00, 0.11], [-0.03, -0.11, -0.09], [0.02, 0.15, -0.08], [0.03, -0.13, 0.02], [0.13, 0.11, 0.02], [-0.11, 0.13, 0.03], [-0.15, -0.04, 0.01]],
  "mulliken_charge": [-0.87, 0.05, -0.85, -0.03, -0.71, 0.48, -0.61, 0.32, 0.35, 0.32, 0.31, 0.41, 0.43, 0.42]
}

What is the formula in the second record? C3H8SSi

What is the formula in the first record? C11H19N3O